Entry 1:
Molecular formula: CH10O4
Method: DFT, ωB97M-V with the def2-TZVPD basis set

The geometry in XYZ format:
```
15
Properties=species:S:1:pos:R:3:nbo_charge:R:1
C -3.331 2.459 1.878 -0.431
O -2.014 2.097 1.439 -0.873
H -3.788 3.254 1.318 0.148
H -3.897 1.530 1.847 0.160
H -3.271 2.936 2.884 0.165
H -1.882 1.722 0.559 0.453
H 0.933 1.527 -2.242 0.456
H 2.401 1.668 -2.776 0.447
O 1.525 1.188 -2.854 -1.004
H 2.268 -5.462 -1.123 0.439
H 3.486 -5.880 -0.542 0.440
O 2.983 -5.154 -0.626 -0.993
H 0.038 0.333 1.242 0.454
H 0.868 -0.877 0.482 0.406
O 0.360 -0.068 0.427 -1.269
```

Its spin multiplicity is 2. For the LUMO energy (spin up / spin down), the calculation gives 3.25 / 3.21 eV. The calculation puts the energy above the lowest of the compared OMol25 structures with the same formula, charge and spin at 48.8 kJ/mol. The total energy comes out at -344.95664 Eh. Its total charge is -1.

Entry 2:
Molecular formula: C5H3F6NS
Method: DFT, ωB97M-V with the def2-TZVPD basis set

The geometry in XYZ format:
```
16
Properties=species:S:1:pos:R:3:nbo_charge:R:1
C -1.161 -0.299 -0.924 0.244
C 0.012 0.876 0.182 -0.034
C -1.919 -1.303 -1.773 -0.694
C 1.722 -1.067 1.416 0.983
C 0.668 2.134 0.611 0.917
N -0.071 0.432 -1.062 -0.492
F 1.585 -1.312 2.652 -0.285
F 1.211 -1.991 0.577 -0.332
F 2.907 -0.659 1.014 -0.307
F -0.151 2.814 1.394 -0.308
F 1.761 1.996 1.290 -0.304
F 1.044 2.859 -0.481 -0.320
S -1.504 0.240 0.833 0.177
H -1.835 -2.194 -1.139 0.246
H -1.244 -1.369 -2.655 0.253
H -3.025 -1.159 -1.934 0.256
```

For the LUMO energy (spin up / spin down), the calculation gives -1.12 / -0.01 eV. The calculation puts the energy above the lowest of the compared OMol25 structures with the same formula, charge and spin at 321.5 kJ/mol. The total energy comes out at -1244.31747 Eh.

Entry 3:
Molecular formula: C4H8O
Method: DFT, ωB97M-V with the def2-TZVPD basis set

The geometry in XYZ format:
```
13
Properties=species:S:1:pos:R:3:nbo_charge:R:1
C 1.105 0.616 -0.783 -0.637
C -0.213 -0.100 -0.764 -0.250
C -0.434 -1.223 0.183 -0.488
C -1.140 -0.070 0.858 0.022
O -0.275 0.504 1.775 -0.719
H 1.405 0.867 0.242 0.237
H 1.058 1.541 -1.369 0.212
H 1.875 -0.031 -1.215 0.220
H -0.791 -0.136 -1.687 0.226
H 0.462 -1.554 0.707 0.227
H -1.055 -2.051 -0.155 0.221
H -1.200 0.666 -0.153 0.244
H -0.726 1.292 2.100 0.484
```

For the LUMO energy, the calculation gives 1.04 eV. The calculation puts the energy above the lowest of the compared OMol25 structures with the same formula, charge and spin at 335.9 kJ/mol. The total energy comes out at -232.31771 Eh.

Entry 4:
Molecular formula: C3H9N2
Method: DFT, ωB97M-V with the def2-TZVPD basis set

The geometry in XYZ format:
```
14
Properties=species:S:1:pos:R:3:nbo_charge:R:1
C 1.716 0.078 -0.828 0.533
C 2.953 0.083 -0.198 -0.736
C -1.429 -0.032 0.989 -0.366
N 0.606 0.080 -0.805 -0.450
N -1.727 -0.142 -0.610 -0.789
H 3.635 -0.675 -0.396 0.283
H 3.496 1.009 -0.224 0.288
H 2.585 0.010 0.766 0.273
H -1.123 -0.945 1.330 0.215
H -2.188 0.528 1.461 0.232
H -0.375 0.897 0.934 0.200
H -2.378 0.640 -0.866 0.415
H -2.282 -0.979 -0.592 0.432
H -0.700 0.193 -1.117 0.470
```

For the LUMO energy, the calculation gives -3.12 eV. The calculation puts the energy above the lowest of the compared OMol25 structures with the same formula, charge and spin at 349.4 kJ/mol. The total energy comes out at -228.85374 Eh. Its total charge is +1.

Entry 5:
Molecular formula: ClMg2
Method: DFT, ωB97M-V with the def2-TZVPD basis set

The geometry in XYZ format:
```
3
Properties=species:S:1:pos:R:3:nbo_charge:R:1
Mg -0.975 -2.144 -0.123 1.946
Mg 0.815 2.159 0.284 1.941
Cl 0.161 -0.014 -0.161 -0.887
```

For the LUMO energy, the calculation gives -16.40 eV. The calculation puts the energy above the lowest of the compared OMol25 structures with the same formula, charge and spin at 0.0 kJ/mol. The total energy comes out at -859.13941 Eh. Its total charge is +3.

Entry 6:
Molecular formula: CHCeF3MgNO3S2
Method: DFT, ωB97M-V with the def2-TZVPD basis set

The geometry in XYZ format:
```
13
Properties=species:S:1:pos:R:3:lowdin_spin:R:1
Mg 1.890 0.860 1.520 0.000
N 0.512 -1.576 0.115 -0.001
S 2.081 -1.578 -0.243 0.000
O 2.836 -0.364 0.362 0.000
S -0.174 -0.513 1.322 0.000
O -1.533 0.178 0.262 -0.008
C 2.638 -2.887 0.989 0.000
F 2.081 -4.039 0.659 0.000
F 2.259 -2.544 2.213 0.000
F 3.954 -2.992 0.946 0.000
Ce -1.602 -1.299 -1.392 1.025
O -3.491 -0.144 -1.428 -0.015
H -3.606 0.774 -1.679 0.000
```

Its spin multiplicity is 2. For the LUMO energy (spin up / spin down), the calculation gives -9.78 / -9.78 eV. The total energy comes out at -2089.74792 Eh. Its total charge is +2.